86
Properties=species:S:1:pos:R:3 method="wB97M-V/def2-TZVPD" spin_multiplicity=4 e_tot_ev=-80920.4330 charge=+2 lumo_energy_ev="-6.43 / -8.95" max_force_ev_per_a=4.604 gap_ha="0.238 / 0.157"
Tc 0.89 0.34 1.18
C 2.63 2.47 1.25
C 1.94 1.85 2.38
C 3.29 0.26 1.32
C 3.44 1.49 0.62
C 2.47 0.49 2.50
C 2.54 3.90 0.91
H 1.53 4.30 1.11
H 2.77 4.08 -0.16
H 3.24 4.52 1.50
C 4.34 1.68 -0.53
H 4.28 2.70 -0.92
H 4.04 1.02 -1.37
H 5.38 1.44 -0.27
C 4.09 -0.95 1.06
H 5.12 -0.79 1.41
H 4.14 -1.18 0.00
H 3.68 -1.81 1.58
C 2.49 -0.33 3.74
H 3.43 -0.16 4.29
H 2.42 -1.40 3.52
H 1.66 -0.08 4.42
C 1.36 2.64 3.50
H 2.18 3.03 4.12
H 0.72 2.03 4.13
H 0.77 3.48 3.14
C -0.30 0.89 -0.57
C -0.28 1.96 0.37
C -1.45 2.29 1.28
C -1.83 1.13 2.24
C -0.74 0.08 2.45
C -0.56 -1.08 1.63
C -1.28 -1.36 0.34
C -1.38 -0.18 -0.66
H -2.32 2.57 0.67
H -2.77 0.65 1.92
H -1.19 3.17 1.88
H -2.37 0.29 -0.60
H 0.22 1.13 -1.51
H 0.29 2.83 0.02
H -1.28 -0.61 -1.68
H -0.77 -2.20 -0.16
H -0.20 -1.97 2.16
H -2.28 -1.76 0.56
H -2.05 1.57 3.23
H -0.51 -0.08 3.51
P -3.88 -3.78 -0.08
P -3.31 -6.31 1.26
C -5.31 -5.02 -0.12
C -4.81 -6.42 0.15
H -5.81 -4.97 -1.09
H -6.04 -4.73 0.65
H -5.57 -7.04 0.64
H -4.52 -6.94 -0.78
C -3.09 -8.14 1.13
H -2.37 -8.49 1.87
H -2.74 -8.42 0.13
H -4.06 -8.63 1.31
C -4.36 -6.52 2.78
H -5.10 -7.32 2.59
H -4.88 -5.60 3.05
H -3.72 -6.84 3.61
C -4.04 -3.51 -1.90
H -3.43 -2.66 -2.22
H -5.10 -3.31 -2.13
H -3.72 -4.41 -2.43
C -4.97 -2.43 0.54
H -5.22 -2.64 1.59
H -5.89 -2.41 -0.06
H -4.45 -1.47 0.48
O 5.86 5.38 -2.52
S 4.45 5.68 -2.47
O 4.00 6.83 -1.73
N 3.56 4.31 -2.06
C 2.89 3.75 -3.08
S 2.26 2.20 -3.10
C 2.89 4.61 -4.27
C 2.31 4.37 -5.52
C 2.58 5.24 -6.58
C 3.49 6.31 -6.41
C 4.14 6.48 -5.18
C 3.79 5.66 -4.11
H 1.65 3.50 -5.64
H 2.09 5.10 -7.54
H 3.69 7.00 -7.23
H 4.92 7.22 -5.02

=====

130
Properties=species:S:1:pos:R:3 method="wB97M-V/def2-TZVPD" spin_multiplicity=3 e_above_lowest_kcal_mol=55.57 e_tot_ev=-596733.8031 charge=0 lumo_energy_ev="-0.30 / -1.18" max_force_ev_per_a=4.073 gap_ha="0.335 / 0.301"
Ni 33.83 -10.15 -37.68
C 31.29 -12.23 -38.64
O 32.12 -13.23 -39.24
O 32.15 -11.08 -38.55
C 29.91 -12.13 -39.51
F 29.11 -11.20 -38.93
F 30.00 -11.61 -40.78
F 29.18 -13.24 -39.50
C 32.22 -14.58 -38.89
C 33.10 -15.29 -39.96
H 34.08 -14.86 -40.15
H 33.21 -16.33 -39.68
H 32.60 -15.34 -40.93
H 31.23 -15.04 -38.88
H 32.70 -14.70 -37.92
H 30.98 -12.58 -37.65
C 35.02 -12.77 -36.16
O 33.82 -12.47 -35.48
O 35.06 -11.77 -37.19
C 36.25 -12.99 -35.26
F 37.26 -13.42 -36.09
F 36.70 -11.85 -34.66
F 36.16 -13.86 -34.31
C 33.05 -13.51 -34.90
C 32.03 -12.76 -33.99
H 31.43 -13.47 -33.42
H 32.56 -12.10 -33.31
H 31.31 -12.10 -34.47
H 33.67 -14.13 -34.26
H 32.50 -14.11 -35.63
H 34.81 -13.65 -36.77
C 26.40 -11.94 -41.58
C 26.93 -10.76 -42.34
C 25.82 -10.01 -42.98
S 24.60 -11.29 -43.45
O 24.82 -11.51 -44.87
O 23.32 -10.93 -42.84
C 25.47 -12.63 -42.54
H 26.02 -11.74 -40.57
H 27.32 -12.50 -41.42
H 27.62 -10.88 -43.17
H 27.38 -10.06 -41.63
H 25.87 -9.26 -43.77
H 25.31 -9.42 -42.22
H 25.97 -13.30 -43.23
H 24.73 -13.38 -42.24
C 29.69 -15.68 -43.40
C 28.68 -14.99 -42.56
C 27.38 -15.43 -43.09
S 27.51 -17.33 -43.39
O 26.95 -17.71 -44.70
O 27.21 -17.91 -42.12
C 29.40 -17.18 -43.51
H 30.65 -15.57 -42.90
H 29.83 -15.14 -44.34
H 28.69 -13.92 -42.76
H 28.74 -15.32 -41.52
H 27.11 -14.95 -44.03
H 26.49 -15.25 -42.49
H 29.59 -17.44 -44.55
H 29.80 -17.75 -42.68
C 37.13 -11.49 -40.73
C 36.24 -12.49 -41.43
C 34.76 -12.07 -41.14
S 34.74 -10.26 -41.07
O 34.41 -9.80 -39.71
O 34.05 -9.67 -42.18
C 36.56 -10.22 -41.31
H 38.18 -11.61 -40.99
H 37.10 -11.48 -39.64
H 36.46 -13.49 -41.05
H 36.47 -12.58 -42.49
H 34.36 -12.59 -40.26
H 34.09 -12.41 -41.93
H 36.90 -9.24 -40.95
H 36.70 -10.30 -42.38
C 31.91 -7.03 -40.95
C 31.74 -5.63 -40.33
C 31.81 -5.84 -38.80
S 31.52 -7.67 -38.42
O 30.38 -7.77 -37.50
O 32.87 -8.29 -38.21
C 31.06 -8.05 -40.16
H 32.95 -7.28 -41.11
H 31.55 -7.13 -41.97
H 30.74 -5.26 -40.55
H 32.50 -4.91 -40.65
H 31.10 -5.22 -38.25
H 32.76 -5.51 -38.38
H 29.99 -7.87 -40.28
H 31.24 -9.13 -40.25
C 26.99 -15.38 -38.12
C 26.72 -13.97 -37.58
C 25.30 -13.74 -37.36
S 24.37 -14.74 -38.56
O 23.86 -13.90 -39.66
O 23.50 -15.63 -37.80
C 25.82 -15.75 -39.09
H 26.92 -16.15 -37.36
H 27.98 -15.38 -38.57
H 26.94 -13.24 -38.36
H 27.21 -13.56 -36.70
H 24.91 -12.74 -37.18
H 24.94 -14.17 -36.42
H 26.00 -15.61 -40.15
H 25.39 -16.74 -38.98
Br 25.05 -8.40 -36.14
C 26.58 -9.15 -35.12
C 27.47 -9.83 -36.12
Br 28.46 -11.33 -35.36
H 26.15 -9.87 -34.43
H 27.09 -8.29 -34.68
H 28.27 -9.15 -36.42
H 27.02 -10.10 -37.08
Br 32.03 -18.64 -37.00
C 33.81 -18.57 -37.73
C 34.50 -17.35 -37.13
Br 35.10 -17.67 -35.23
H 33.72 -18.46 -38.81
H 34.42 -19.45 -37.51
H 33.84 -16.49 -37.11
H 35.34 -16.91 -37.67
Br 29.68 -9.69 -44.11
C 30.23 -11.48 -44.75
C 31.45 -11.99 -43.93
Br 32.19 -13.55 -44.93
H 30.49 -11.40 -45.80
H 29.32 -12.07 -44.65
H 31.09 -12.30 -42.95
H 32.18 -11.18 -43.90

=====

22
Properties=species:S:1:pos:R:3 method="wB97M-V/def2-TZVPD" e_above_lowest_kcal_mol=44.09 e_tot_ev=-42781.6733 charge=0 lumo_energy_ev=-0.06 max_force_ev_per_a=4.511 gap_ha=0.312
C -0.54 -2.36 -2.81
C 0.50 -2.35 -1.93
C -1.48 -1.34 -2.81
C 0.65 -1.33 -0.97
C -1.37 -0.35 -1.92
C -0.34 -0.36 -0.92
N 0.87 2.48 3.87
N 0.29 2.66 1.30
N 0.43 0.30 2.37
O 0.40 -1.07 2.24
O -0.27 0.72 -0.07
P 0.57 0.95 3.95
P 1.36 3.36 2.50
P 0.98 1.14 0.96
H -0.70 -3.03 -3.55
H 1.26 -2.98 -1.95
H -2.17 -1.36 -3.52
H 1.50 -1.35 -0.39
H -2.11 0.51 -2.11
H -0.69 2.54 1.69
H 0.26 -1.27 1.31
H 0.59 4.49 2.77

=====

16
Properties=species:S:1:pos:R:3 method="wB97M-V/def2-TZVPD" e_above_lowest_kcal_mol=142.57 e_tot_ev=-9205.4391 charge=+1 lumo_energy_ev="-5.29 / -5.29" max_force_ev_per_a=6.231 gap_ha="0.271 / 0.271"
H -3.09 -1.13 0.40
N -2.14 -1.46 0.10
N -1.28 -0.65 0.01
C -1.40 0.84 -0.21
C -0.10 1.41 0.32
N 1.02 0.65 -0.05
N 1.00 -0.51 0.40
C 1.94 -1.46 -0.14
H -2.27 1.27 0.29
H -1.57 0.98 -1.35
H -0.25 2.52 -0.10
H -0.08 1.47 1.37
H 1.64 1.12 -0.72
H 2.71 -1.43 0.76
H 1.43 -2.31 -0.08
H 2.44 -1.31 -1.00

=====

43
Properties=species:S:1:pos:R:3 method="wB97M-V/def2-TZVPD" e_above_lowest_kcal_mol=11.33 e_tot_ev=-87092.3256 charge=0 lumo_energy_ev="-1.65 / -1.65" max_force_ev_per_a=2.699 gap_ha="0.227 / 0.227"
Rh 1.13 1.14 -0.13
Cl 2.15 -1.00 -0.96
C 3.73 -1.01 -0.25
C 4.40 -2.21 -0.14
C 5.68 -2.22 0.38
C 6.28 -1.04 0.76
C 5.59 0.16 0.66
Cl 6.37 1.62 1.15
C 4.28 0.21 0.18
S 3.41 1.72 0.13
H 3.92 -3.12 -0.47
H 6.22 -3.16 0.48
H 7.29 -1.04 1.14
Cl -4.78 4.02 -2.46
C -3.13 3.75 -2.01
C -2.31 4.82 -1.77
C -1.00 4.62 -1.33
I 0.25 6.24 -0.90
C -0.48 3.35 -1.09
O 0.70 3.16 -0.57
C -1.31 2.24 -1.46
N -0.74 1.02 -1.37
C -1.47 -0.05 -1.64
C -2.82 0.03 -2.00
C -3.41 1.26 -2.13
C -2.65 2.43 -1.87
H -2.69 5.82 -1.90
H -0.96 -1.01 -1.59
H -3.37 -0.88 -2.18
H -4.44 1.36 -2.43
C 0.32 0.38 1.52
C -0.45 -0.55 1.70
C -1.34 -1.65 1.90
C -1.02 -2.88 1.30
C -1.88 -3.96 1.44
C -3.06 -3.82 2.16
C -3.37 -2.61 2.75
C -2.52 -1.52 2.62
H -0.10 -2.97 0.74
H -1.63 -4.90 0.97
H -3.72 -4.67 2.27
H -4.29 -2.51 3.31
H -2.77 -0.57 3.07

=====

15
Properties=species:S:1:pos:R:3 method="wB97M-V/def2-TZVPD" e_above_lowest_kcal_mol=55.86 e_tot_ev=-6251.0059 charge=0 lumo_energy_ev=1.11 smiles="C=C.NCN" max_force_ev_per_a=2.172 gap_ha=0.352
C -1.69 1.57 -1.21
C -1.15 0.68 -2.04
H -2.27 2.43 -1.53
H -1.47 1.55 -0.13
H -1.81 0.39 -2.88
H -0.26 0.08 -1.88
N 0.61 -1.83 1.58
C 1.39 -0.65 1.24
N 0.71 0.29 0.38
H 1.19 -2.56 1.96
H -0.02 -2.13 0.86
H 2.32 -1.05 0.77
H 1.54 -0.09 2.18
H 1.18 1.18 0.32
H -0.28 0.15 0.37

=====

78
Properties=species:S:1:pos:R:3 method="wB97M-V/def2-TZVPD" e_tot_ev=-78812.0417 charge=+1 lumo_energy_ev=-3.44 max_force_ev_per_a=3.101 gap_ha=0.278
C 3.56 -3.59 1.74
C 2.68 -2.31 1.68
N 2.84 -1.42 2.85
C 3.60 -1.77 3.71
S 4.61 -2.06 4.83
C 3.19 -1.50 0.45
C 4.53 -0.83 0.73
O 4.38 0.48 1.24
O 5.43 1.28 0.77
C 2.12 -0.53 -0.02
F 1.72 0.33 0.97
C 2.56 0.27 -1.27
C 1.84 1.62 -1.40
C 2.41 2.74 -0.53
C 1.34 3.84 -0.27
C 0.37 3.52 0.86
N -0.51 2.37 0.61
N 0.91 -1.26 -0.41
C 0.68 -2.42 0.30
N -0.20 -3.23 -0.19
P -1.10 -3.00 -1.72
N -1.74 -1.42 -1.81
O -2.42 -3.97 -1.50
N 1.29 -2.80 1.50
P 0.30 -2.51 2.89
O 0.85 -3.08 4.09
O -0.11 -0.99 3.03
O -1.09 -3.25 2.59
H 3.26 -4.24 2.56
H 3.32 -4.14 0.82
H 4.62 -3.37 1.70
H 3.38 -2.25 -0.33
H 5.19 -1.40 1.40
H 5.08 -0.75 -0.22
H 6.15 1.12 1.41
H 3.64 0.39 -1.32
H 2.24 -0.34 -2.12
H 1.97 1.93 -2.44
H 0.77 1.46 -1.27
H 2.74 2.38 0.45
H 3.30 3.16 -1.01
H 0.85 4.05 -1.23
H 1.88 4.74 0.04
H 0.89 3.40 1.81
H -0.27 4.41 0.98
H -1.19 2.56 -0.12
H -0.95 2.03 1.45
H 0.10 -0.66 -0.20
H -0.38 -4.09 0.32
H -2.16 -1.37 -2.74
H -2.45 -1.23 -1.09
H -3.03 -3.46 -0.94
H 0.66 -0.40 2.89
H -0.89 -4.20 2.58
C -0.30 -3.85 -5.65
O -0.05 -2.65 -4.92
H -1.29 -3.78 -6.09
H 0.44 -3.98 -6.45
H -0.27 -4.72 -4.98
H 0.83 -2.73 -4.54
C 0.78 7.49 -0.39
O 0.87 7.09 0.98
H -0.17 7.17 -0.79
H 0.85 8.58 -0.46
H 1.59 7.03 -0.96
H 1.72 7.39 1.31
C -5.76 -0.50 -0.97
O -4.99 -1.63 -0.55
H -5.14 0.39 -0.93
H -6.11 -0.64 -2.00
H -6.62 -0.36 -0.32
H -5.56 -2.40 -0.60
C -8.85 1.12 1.91
O -8.37 1.51 0.63
H -8.00 0.79 2.51
H -9.33 1.97 2.41
H -9.56 0.30 1.82
H -9.13 1.80 0.11

=====

64
Properties=species:S:1:pos:R:3 method="wB97M-V/def2-TZVPD" e_above_lowest_kcal_mol=1.04 e_tot_ev=-32667.1796 charge=0 lumo_energy_ev=0.28 max_force_ev_per_a=2.059 gap_ha=0.236
O 0.31 -0.21 -5.72
C 0.14 1.09 -6.36
C -0.10 0.49 -7.75
H 1.06 1.69 -6.29
H -0.72 1.63 -5.96
C 0.12 -0.87 -7.01
H 0.68 0.71 -8.49
H -1.11 0.62 -8.14
C 1.35 -1.60 -7.49
H 2.22 -0.94 -7.52
H 1.18 -2.00 -8.50
H 1.57 -2.45 -6.83
C -1.10 -1.77 -7.02
H -2.00 -1.22 -6.71
H -0.94 -2.62 -6.35
H -1.26 -2.16 -8.03
Y -0.22 -0.47 2.15
C -2.35 -1.05 3.48
C -2.11 0.34 3.67
C -2.31 1.00 2.41
H -1.87 0.83 4.61
C -2.67 0.01 1.45
C -2.70 -1.26 2.10
H -3.02 -2.20 1.66
H -2.35 -1.82 4.26
H -2.22 2.07 2.23
H -2.98 0.20 0.42
C 0.95 -2.13 3.74
C 0.18 -2.96 2.86
C 0.74 -2.85 1.54
H -0.64 -3.61 3.14
C 1.87 -1.98 1.62
C 2.02 -1.56 2.97
H 2.85 -0.97 3.37
H 0.82 -2.05 4.82
H 0.43 -3.42 0.67
H 2.55 -1.74 0.79
O 0.10 0.08 -0.02
C -0.26 -0.82 -1.14
C -0.52 0.09 -2.33
H -1.12 -1.43 -0.83
H 0.60 -1.48 -1.31
C 0.35 1.32 -2.05
H -1.58 0.40 -2.31
H -0.30 -0.37 -3.30
C 0.32 1.45 -0.54
H -0.01 2.22 -2.57
H 1.38 1.11 -2.39
H -0.53 2.06 -0.21
H 1.24 1.85 -0.10
C 0.82 1.56 3.31
C 0.81 1.87 4.74
C 1.54 1.06 5.66
C 1.45 1.23 7.04
C 0.71 2.30 7.56
C 0.06 3.19 6.69
C 0.15 3.01 5.31
H 0.63 2.41 2.63
H 1.71 0.96 3.01
H 2.20 0.30 5.25
H 1.99 0.55 7.70
H 0.66 2.45 8.64
H -0.48 4.06 7.11
H -0.29 3.76 4.65